1.
{"formula": "C17H22FNO6S", "method": "ωB97M-V/def2-TZVPD", "elements": ["C", "C", "O", "N", "C", "C", "C", "C", "C", "O", "S", "O", "O", "C", "C", "F", "C", "O", "C", "O", "C", "C", "C", "C", "C", "C", "H", "H", "H", "H", "H", "H", "H", "H", "H", "H", "H", "H", "H", "H", "H", "H", "H", "H", "H", "H", "H", "H"], "xyz": [[6.70, 0.17, 2.05], [6.16, 1.18, 0.97], [6.37, 2.36, 1.14], [5.49, 0.61, -0.19], [4.27, 1.37, -0.58], [3.00, 0.40, -0.44], [2.01, 0.65, -1.66], [0.47, 0.70, -1.22], [0.03, -0.58, -0.42], [0.29, -0.29, 0.98], [0.06, -1.61, 1.97], [1.26, -1.68, 2.81], [0.10, -3.03, 1.06], [-1.31, -3.28, 0.73], [-1.57, -2.56, -0.64], [-2.93, -2.87, -1.00], [-1.50, -0.97, -0.55], [-2.16, -0.48, -1.73], [-2.87, 0.70, -1.51], [-2.49, 1.69, -2.08], [-4.14, 0.79, -0.63], [-4.64, -0.28, 0.22], [-5.88, -0.07, 0.98], [-6.61, 1.19, 0.88], [-6.09, 2.29, 0.06], [-4.87, 2.07, -0.68], [5.81, -0.32, 2.53], [7.30, 0.70, 2.84], [7.34, -0.61, 1.55], [6.16, 0.64, -0.95], [4.11, 2.28, 0.08], [4.38, 1.75, -1.63], [2.56, 0.62, 0.56], [3.38, -0.65, -0.54], [2.22, 1.67, -2.07], [2.14, -0.16, -2.42], [0.39, 1.57, -0.52], [-0.10, 0.87, -2.16], [0.65, -1.44, -0.81], [-1.47, -4.37, 0.58], [-1.98, -2.85, 1.53], [-0.94, -2.95, -1.48], [-2.07, -0.66, 0.37], [-4.10, -1.26, 0.30], [-6.32, -0.87, 1.62], [-7.56, 1.38, 1.43], [-6.58, 3.28, -0.03], [-4.45, 2.89, -1.31]], "nbo_charge": [-0.717, 0.718, -0.552, -0.717, -0.222, -0.435, -0.392, -0.428, 0.049, -0.701, 1.711, -0.888, -0.690, -0.138, 0.174, -0.376, 0.034, -0.524, 0.790, -0.535, -0.191, -0.177, -0.228, -0.187, -0.222, -0.157, 0.239, 0.232, 0.228, 0.389, 0.211, 0.188, 0.224, 0.218, 0.208, 0.202, 0.221, 0.251, 0.202, 0.228, 0.201, 0.192, 0.206, 0.232, 0.227, 0.225, 0.230, 0.247], "energy_ha": -1665.1150, "e_lumo_ev": -0.19}


2.
{"formula": "C17H22N2O6S", "method": "ωB97M-V/def2-TZVPD", "elements": ["C", "C", "C", "C", "H", "H", "O", "C", "O", "N", "C", "C", "C", "C", "C", "C", "O", "C", "O", "H", "H", "S", "O", "O", "N", "C", "C", "C", "C", "C", "H", "H", "H", "H", "H", "H", "H", "H", "H", "H", "H", "H", "H", "H", "H", "H", "H", "H"], "xyz": [[-1.88, 0.15, 3.47], [-2.62, -0.22, 2.19], [-3.24, 1.01, 1.54], [-4.03, 0.68, 0.28], [-4.60, 1.55, -0.08], [-4.73, -0.14, 0.46], [-3.12, 0.28, -0.75], [-3.53, 0.45, -2.01], [-4.58, 0.90, -2.35], [-2.54, 0.01, -2.90], [-1.27, -0.49, -2.60], [-0.56, -0.66, -1.43], [0.71, -1.21, -1.54], [1.27, -1.56, -2.75], [0.57, -1.38, -3.94], [-0.70, -0.83, -3.83], [-1.58, -0.56, -4.84], [-2.71, -0.04, -4.30], [-3.66, 0.29, -4.93], [0.98, -1.64, -4.90], [2.26, -2.00, -2.75], [1.60, -1.44, 0.00], [2.81, -2.15, -0.28], [0.69, -1.99, 0.96], [1.85, 0.17, 0.41], [1.84, 0.47, 1.83], [3.18, 0.13, 2.48], [4.31, 0.86, 1.76], [4.30, 0.49, 0.28], [2.93, 0.80, -0.32], [2.87, 0.44, -1.35], [2.75, 1.88, -0.32], [4.49, -0.58, 0.17], [5.07, 1.04, -0.26], [5.27, 0.60, 2.21], [4.17, 1.94, 1.87], [3.34, -0.95, 2.41], [3.15, 0.40, 3.54], [1.04, -0.12, 2.26], [1.62, 1.53, 1.94], [-0.95, -0.41, -0.46], [-3.92, 1.49, 2.24], [-2.46, 1.73, 1.28], [-3.40, -0.94, 2.42], [-1.92, -0.70, 1.50], [-2.56, 0.56, 4.21], [-1.11, 0.89, 3.27], [-1.40, -0.73, 3.90]], "nbo_charge": [-0.601, -0.397, -0.417, -0.066, 0.211, 0.188, -0.518, 0.913, -0.556, -0.507, 0.168, -0.213, -0.328, -0.181, -0.249, 0.270, -0.437, 0.883, -0.521, 0.241, 0.248, 2.322, -0.944, -0.943, -0.681, -0.230, -0.420, -0.398, -0.427, -0.226, 0.215, 0.201, 0.229, 0.211, 0.214, 0.191, 0.210, 0.214, 0.238, 0.195, 0.258, 0.213, 0.206, 0.198, 0.207, 0.202, 0.198, 0.217], "smiles": "CCCCOC(=O)n1c(=O)oc2ccc(S(=O)(=O)N3CCCCC3)cc21", "energy_ha": -1620.1824, "e_above_lowest_ev": 0.777, "e_lumo_ev": 0.44}